# 1
Below is 2 unconnected molecules or ions with the total composition C5H14, with properties calculated with wB97M-V/def2-TZVPD.

```
19
Properties=species:S:1:pos:R:3:forces:R:3:mulliken_charge:R:1
C 0.7125 -0.1282 -0.9404 -1.179 0.332 -1.206 0.09
C -0.7685 -0.4604 2.5156 0.245 -1.598 0.564 -0.82
C 1.7069 -0.9853 -1.7298 0.797 1.302 -0.167 -1.14
C -0.2377 0.7228 -1.8553 -0.430 -1.038 0.194 -1.07
C -1.2584 0.7571 1.7998 0.999 2.226 -0.493 -0.66
H -0.5368 1.1348 1.0750 0.156 -0.688 -0.546 0.03
H -0.0587 0.5217 -2.9160 0.449 0.705 0.068 0.36
H -1.2666 0.3603 -1.7642 -0.026 0.113 0.319 0.27
H -0.2539 1.7691 -1.5484 0.169 0.016 -0.541 0.24
H -0.1309 -0.2747 3.3744 -0.105 0.664 0.270 0.30
H 0.0501 -0.8151 -0.4148 0.259 0.240 0.532 -0.01
H 1.1523 0.6198 -0.2870 0.409 -0.595 0.439 0.38
H -2.2129 0.7924 1.2801 -0.139 -0.638 0.240 0.31
H -1.5646 -1.1024 2.9075 -0.074 0.195 -0.135 0.27
H 1.8183 -1.9650 -1.2804 0.067 -0.220 -0.299 0.31
H 1.4530 -0.9899 -2.7936 -0.370 -0.665 0.191 0.30
H 2.6926 -0.4971 -1.7755 -0.070 -0.235 0.374 0.27
H -0.1033 -1.1373 1.9592 -0.473 0.281 -0.536 0.23
H -1.1933 1.6775 2.3939 -0.684 -0.396 0.732 0.33
```
Positions in Å, forces in eV/Å.

Summary:
* total charge: 0
* total energy: -5411.2018 eV
* HOMO level: -11.1 eV
* structure (SMILES): CCC.CC
* orbital gap: 12.268 eV
* multiplicity: 1
* energy relative to the best compared isomer or geometry (same formula, charge and spin): 81.80 kJ/mol



# 2
Below is 2 unconnected molecules or ions with the total composition C5H14, with properties calculated with wB97M-V/def2-TZVPD.

```
19
Properties=species:S:1:pos:R:3:forces:R:3:mulliken_charge:R:1
C 1.1011 2.3351 0.5293 0.241 0.503 -0.668 -0.83
C -1.1990 -1.3670 0.6059 0.330 -0.055 -0.684 -0.11
C 1.0514 2.0662 -0.9924 -0.279 0.314 0.134 -0.78
C -1.4120 -1.3515 -0.9179 0.684 0.086 0.682 -1.20
C 0.1038 -2.0887 0.9855 0.101 0.148 -0.582 -1.03
H 0.6848 -2.3327 0.0868 -0.184 -0.131 0.070 0.30
H -2.3270 -0.8316 -1.1755 -0.195 -0.084 -0.232 0.33
H -0.5613 -0.8289 -1.3713 -0.206 -0.044 -0.116 0.24
H -0.0969 -3.0178 1.5173 0.228 0.100 0.150 0.31
H 0.0489 2.1499 -1.3975 -0.315 -0.044 0.091 0.26
H 1.6158 2.8276 -1.5134 0.329 0.013 -0.249 0.31
H 0.1349 2.6821 0.8974 -0.083 -0.657 0.234 0.25
H -1.1414 -0.3308 0.9400 -0.297 -0.053 0.242 0.20
H -1.3971 -2.3787 -1.2759 -0.253 -0.011 -0.271 0.38
H 1.4072 1.0870 -1.2976 0.234 -0.080 0.158 0.22
H -2.0374 -1.8833 1.0618 -0.214 0.237 0.264 0.31
H 1.7334 3.2056 0.7200 0.272 -0.215 0.023 0.37
H 0.7585 -1.4259 1.5423 0.022 -0.158 0.471 0.27
H 1.5322 1.4832 1.0552 -0.415 0.130 0.284 0.20
```
Positions in Å, forces in eV/Å.

Summary:
* total charge: 0
* total energy: -5411.6925 eV
* HOMO level: -11.5 eV
* structure (SMILES): CCC.CC
* orbital gap: 12.618 eV
* multiplicity: 1
* energy relative to the best compared isomer or geometry (same formula, charge and spin): 34.45 kJ/mol



# 3
Below is 2 unconnected molecules or ions with the total composition C5H14, with properties calculated with wB97M-V/def2-TZVPD.

```
19
Properties=species:S:1:pos:R:3:forces:R:3:mulliken_charge:R:1
C -1.3318 1.5655 -0.7336 0.675 0.460 -2.917 -0.30
C -2.2585 0.3666 -0.5653 0.456 -0.009 -0.811 -0.92
C 0.0290 1.2544 -1.4543 -1.321 -0.577 -0.603 -1.03
C 0.9851 -1.8307 1.5104 -1.584 0.905 -0.778 -0.33
C 2.2483 -1.0502 1.3276 1.506 1.895 0.538 -0.87
H 0.2258 0.1865 -1.4221 0.887 -0.067 0.702 0.24
H -0.1496 1.3726 -2.5244 0.109 0.221 -0.140 0.35
H -3.1852 0.6039 -0.0415 0.430 -0.308 0.697 0.31
H 3.0309 -1.3764 2.0503 -0.225 -0.150 -0.907 0.30
H 0.1381 -1.2943 1.0010 0.509 -0.131 0.867 -0.15
H 0.7748 -1.9500 2.5835 -0.241 -0.336 -0.556 0.30
H -1.7339 2.1684 -1.5747 -0.602 0.442 1.270 0.22
H -1.6410 -0.4813 -0.2547 -0.640 -0.058 0.844 0.14
H 2.2292 0.0726 1.5289 -0.749 -1.295 0.088 0.25
H 0.9646 -2.7492 0.9171 0.464 -0.333 0.692 0.25
H -2.6440 0.0273 -1.5348 0.298 0.280 -0.199 0.30
H 2.5896 -1.0365 0.2927 0.322 -0.542 0.052 0.28
H -1.0890 2.1909 0.0997 -0.521 0.088 0.829 0.37
H 0.8177 1.9601 -1.2058 0.226 -0.484 0.334 0.30
```
Positions in Å, forces in eV/Å.

Summary:
* total charge: 0
* total energy: -5411.0633 eV
* HOMO level: -10.8 eV
* structure (SMILES): CCC.CC
* orbital gap: 11.946 eV
* multiplicity: 1
* energy relative to the best compared isomer or geometry (same formula, charge and spin): 95.17 kJ/mol